No. 1
# C25H68O25S8

A 9-piece molecular cluster, C25H68O25S8 overall at a distorted geometry (ωB97M-V/def2-TZVPD, OMol25).

E_HOMO in eV: -10.47
Molecular weight in g/mol: 1025.330
ΔE to the lowest compared entry with this formula, charge and spin in kcal per mole: 21.7
Electronic energy in eV: -164892.1321
F_max in hartree/bohr: 0.051
2S+1: 1
Gap between HOMO and LUMO in eV: 10.454

Each line ends with the Löwdin charge.
CARTESIAN COORDINATES (ANGSTROEM)
C1 -2.205 -3.243 0.975  -0.047
C2 -2.334 -4.693 0.569  -0.267
O1 -1.836 -5.584 1.592  -0.249
S1 -2.395 -7.091 1.498  0.587
C3 -4.062 -6.897 2.161  -0.091
O2 -2.534 -7.464 0.123  -0.286
O3 -1.588 -7.910 2.337  -0.266
H1 -1.417 -3.113 1.722  0.079
H2 -3.131 -2.872 1.416  0.082
H3 -1.996 -2.598 0.123  0.055
H4 -3.408 -4.880 0.407  0.118
H5 -1.912 -4.907 -0.416  0.089
H6 -3.931 -6.154 2.950  0.073
H7 -4.316 -7.839 2.624  0.070
H8 -4.642 -6.527 1.328  0.063
C4 3.058 -1.114 -3.597  -0.071
C5 3.897 -0.377 -4.596  -0.253
O4 5.267 -0.079 -4.191  -0.276
S2 6.396 -1.227 -4.222  0.583
C6 7.051 -0.887 -5.862  -0.103
O5 7.366 -0.911 -3.240  -0.256
O6 5.730 -2.489 -4.177  -0.281
H9 2.983 -0.495 -2.689  0.070
H10 3.547 -2.028 -3.286  0.071
H11 2.022 -1.269 -3.890  0.079
H12 3.951 -0.950 -5.543  0.120
H13 3.517 0.574 -4.980  0.118
H14 6.693 0.094 -6.134  0.064
H15 6.816 -1.689 -6.554  0.069
H16 8.138 -0.879 -5.778  0.067
C7 -1.586 -3.539 -2.885  -0.064
C8 -2.256 -4.648 -3.674  -0.262
O7 -3.066 -5.351 -2.717  -0.267
S3 -3.945 -6.595 -3.279  0.588
C9 -2.626 -7.816 -3.454  -0.090
O8 -4.768 -6.976 -2.186  -0.267
O9 -4.516 -6.200 -4.526  -0.271
H17 -0.879 -2.929 -3.446  0.076
H18 -1.191 -3.781 -1.903  0.059
H19 -2.413 -2.852 -2.644  0.076
H20 -2.820 -4.311 -4.540  0.118
H21 -1.463 -5.287 -4.095  0.112
H22 -1.924 -7.401 -4.167  0.054
H23 -3.111 -8.684 -3.886  0.074
H24 -2.231 -7.888 -2.448  0.057
C10 2.166 3.172 1.407  -0.052
C11 2.353 3.150 2.916  -0.247
O10 3.338 4.165 3.252  -0.259
S4 3.087 5.138 4.484  0.563
C12 3.445 4.043 5.853  -0.099
O11 4.120 6.103 4.349  -0.267
O12 1.701 5.471 4.543  -0.276
H25 1.334 2.519 1.121  0.074
H26 3.032 2.780 0.878  0.086
H27 1.904 4.195 1.144  0.079
H28 1.414 3.390 3.414  0.096
H29 2.780 2.189 3.205  0.106
H30 4.421 3.612 5.668  0.076
H31 2.636 3.322 5.844  0.031
H32 3.433 4.617 6.773  0.077
C13 2.205 -0.819 2.602  -0.058
C14 1.666 -0.766 4.023  -0.267
O13 0.894 0.434 4.166  -0.266
S5 0.714 1.009 5.659  0.565
C15 -0.427 -0.194 6.321  -0.097
O14 1.937 0.799 6.364  -0.268
O15 0.075 2.271 5.555  -0.254
H33 2.980 -0.089 2.375  0.075
H34 1.457 -0.882 1.815  0.073
H35 2.764 -1.768 2.512  0.091
H36 1.167 -1.716 4.245  0.121
H37 2.548 -0.771 4.672  0.119
H38 -0.458 -0.114 7.401  0.079
H39 -0.141 -1.201 6.027  0.065
H40 -1.390 0.028 5.861  0.068
C16 -2.515 0.017 -4.679  -0.059
C17 -2.813 0.763 -3.375  -0.252
O16 -3.389 -0.148 -2.429  -0.290
S6 -4.953 -0.056 -2.077  0.581
C18 -4.884 0.935 -0.569  -0.098
O17 -5.594 0.635 -3.153  -0.280
O18 -5.360 -1.374 -1.730  -0.271
H41 -1.530 0.205 -5.105  0.071
H42 -3.293 0.097 -5.441  0.080
H43 -2.516 -1.062 -4.473  0.064
H44 -1.855 1.020 -2.926  0.094
H45 -3.497 1.575 -3.611  0.114
H46 -5.876 1.376 -0.515  0.080
H47 -4.199 1.744 -0.807  0.073
H48 -4.583 0.247 0.197  0.044
C19 -3.015 3.701 6.145  -0.067
C20 -2.897 3.735 4.650  -0.276
O19 -3.640 2.620 4.140  -0.245
S7 -3.362 2.229 2.624  0.571
C21 -1.723 1.576 2.719  -0.104
O20 -4.273 1.173 2.314  -0.280
O21 -3.412 3.409 1.823  -0.261
H49 -2.571 4.580 6.625  0.089
H50 -2.571 2.824 6.604  0.069
H51 -4.066 3.847 6.418  0.086
H52 -3.355 4.646 4.263  0.125
H53 -1.846 3.746 4.351  0.106
H54 -1.633 0.893 1.881  0.074
H55 -1.601 1.067 3.668  0.047
H56 -0.991 2.377 2.684  0.066
C22 3.404 6.786 -2.108  -0.061
C23 3.973 5.547 -1.373  -0.252
O22 3.811 4.347 -2.113  -0.229
S8 2.335 3.803 -2.343  0.575
C24 2.112 4.209 -4.053  -0.103
O23 2.392 2.378 -2.221  -0.281
O24 1.367 4.501 -1.565  -0.253
H57 3.667 6.672 -3.162  0.074
H58 3.757 7.705 -1.661  0.081
H59 2.319 6.697 -2.063  0.064
H60 5.018 5.722 -1.131  0.125
H61 3.481 5.503 -0.396  0.110
H62 1.076 3.990 -4.301  0.080
H63 2.927 3.740 -4.586  0.074
H64 2.081 5.297 -4.164  0.067
C25 0.022 -0.304 -1.394  -0.119
O25 0.149 1.088 -1.021  -0.148
H65 0.992 -0.771 -1.553  0.066
H66 -0.539 -0.710 -0.549  0.069
H67 -0.583 -0.371 -2.302  0.051
H68 0.965 1.442 -1.429  0.019

Forces on the atoms, in the same order (eV/Å):
C 0.21 0.23 0.59
C -1.33 0.10 -0.85
O 0.04 -0.40 -0.11
S -0.56 -0.17 -0.45
C 1.76 0.53 0.39
O 0.17 0.22 -0.21
O 0.08 0.43 0.50
H 0.07 0.00 -0.16
H 0.04 -0.07 0.08
H 0.08 -0.11 -0.10
H 0.27 -0.16 0.12
H 0.45 -0.20 0.48
H -0.35 0.02 -0.05
H -0.41 -0.24 -0.34
H -0.54 -0.24 0.07
C 0.17 1.04 1.55
C 0.42 -0.45 -2.24
O -0.12 -0.16 0.77
S -1.09 0.32 -0.78
C 0.74 -0.47 0.56
O 0.29 0.44 0.21
O 0.07 -0.35 -0.25
H 0.10 -0.06 -0.13
H -0.12 -0.33 -0.23
H 0.14 -0.15 -0.51
H 0.14 -0.16 0.45
H -0.13 0.11 0.82
H -0.07 0.03 -0.31
H -0.49 0.11 -0.03
H -0.05 0.14 0.14
C -1.60 1.47 0.02
C 1.59 -0.29 0.15
O -0.39 -0.49 -0.58
S 1.01 0.47 0.60
C -1.16 1.11 -0.40
O -0.23 -0.09 0.11
O 0.16 -0.26 -0.28
H 0.17 -0.35 -0.17
H 0.37 -0.63 -0.29
H 0.22 0.13 0.05
H -0.37 0.28 0.27
H -0.31 -0.31 0.27
H 0.25 -0.07 -0.03
H 0.16 -0.34 0.30
H 0.12 -0.47 0.05
C -0.48 -0.17 0.49
C 0.28 0.00 -0.70
O -0.11 -0.03 -0.02
S 0.44 -1.14 0.20
C -0.27 0.58 -0.58
O 0.01 0.51 0.12
O -0.20 0.35 -0.04
H -0.02 0.12 0.09
H 0.20 0.37 -0.03
H 0.14 -0.06 -0.43
H 0.08 -0.21 0.18
H -0.24 0.05 0.41
H 0.06 -0.16 0.07
H 0.11 -0.26 0.18
H -0.02 0.08 0.03
C 0.60 -1.17 -0.16
C 1.68 -0.52 -0.90
O -0.39 0.35 0.69
S -0.23 -2.49 0.30
C -0.40 0.39 -0.62
O 0.43 0.70 0.02
O 0.07 0.51 -0.32
H -0.40 0.46 0.09
H -0.20 0.40 0.08
H -0.25 0.11 0.16
H -0.77 0.53 0.03
H -0.33 0.44 0.19
H -0.01 0.15 0.08
H 0.27 0.07 0.06
H -0.11 -0.03 0.26
C -0.31 -1.26 -0.06
C 0.58 -0.64 -1.03
O -0.57 -0.34 0.31
S 0.61 0.37 0.40
C -0.41 -0.07 -2.24
O -0.15 0.28 0.03
O 0.02 -0.35 0.07
H -0.07 0.46 -0.01
H 0.08 0.47 0.05
H 0.13 0.16 0.22
H -0.30 0.74 0.10
H 0.23 0.30 0.53
H -0.12 -0.23 0.62
H 0.28 -0.02 0.41
H -0.02 0.19 0.50
C -0.54 0.85 0.67
C 0.18 1.04 0.37
O 0.16 -0.58 -0.44
S -0.51 0.17 0.27
C -0.01 0.16 0.02
O 0.15 -0.25 0.40
O 0.38 0.19 -0.11
H 0.44 -0.10 -0.43
H -0.16 -0.18 -0.06
H 0.01 -0.67 0.01
H 0.05 -0.03 -0.08
H -0.09 -0.38 -0.17
H 0.23 -0.01 -0.10
H -0.19 -0.22 -0.05
H 0.01 0.06 -0.24
C -0.15 -1.72 -0.24
C -0.40 2.36 1.05
O -0.21 -0.63 0.05
S -0.26 0.06 -0.54
C -0.53 0.89 0.66
O 0.41 -0.21 -0.17
O 0.13 0.33 0.27
H 0.30 0.55 0.04
H 0.05 0.17 -0.06
H -0.02 0.46 0.11
H 0.22 -0.63 -0.50
H -0.08 -0.47 -0.17
H 0.17 -0.97 -0.24
H -0.25 -0.13 -0.49
H 0.70 -0.07 0.19
C -0.44 1.39 0.51
O 0.67 -0.37 -0.48
H -0.06 -0.18 0.20
H 0.20 -0.60 -0.32
H 0.09 -0.34 0.02
H -0.55 -0.08 0.22

No. 2
# C11H9ClN

An isolated ion of composition C11H9ClN and charge +1 at a distorted geometry (ωB97M-V/def2-TZVPD, OMol25).

E_HOMO (spin up / spin down) in eV: -11.80 / -11.33
Molecular weight in g/mol: 190.653
ΔE to the lowest compared entry with this formula, charge and spin in kcal per mole: 169.0
Electronic energy in eV: -25550.5818
F_max in hartree/bohr: 0.076
2S+1: 1
Gap between HOMO and LUMO (spin up / spin down) in eV: 7.731 / 5.992
Total charge: +1

Each line ends with the Löwdin charge.
CARTESIAN COORDINATES (ANGSTROEM)
C1 1.905 -2.328 -0.559  -0.108
C2 1.460 -2.936 0.527  -0.091
C3 -1.839 2.863 0.132  -0.006
C4 -2.264 1.884 -0.770  0.012
C5 -0.532 2.758 0.602  -0.063
C6 1.484 -1.085 -1.308  -0.004
C7 0.389 -2.579 1.517  -0.152
C8 -1.426 0.872 -1.210  0.030
C9 0.206 1.630 0.410  -0.124
C10 0.606 -0.168 -0.964  0.033
C11 -0.148 -1.478 1.948  -0.494
N1 -0.238 0.699 -0.582  -0.069
Cl1 -0.553 0.030 2.284  0.914
H1 2.783 -2.796 -1.161  0.139
H2 2.044 -3.891 0.618  0.133
H3 -2.492 3.668 0.268  0.110
H4 -3.155 1.994 -1.216  0.086
H5 -0.269 3.623 1.157  0.122
H6 2.127 -1.039 -2.265  0.154
H7 0.136 -3.576 1.814  0.099
H8 -1.475 0.224 -2.007  0.127
H9 1.249 1.634 0.763  0.153

Forces on the atoms, in the same order (eV/Å):
C 1.42 0.45 -2.55
C 0.98 0.09 -0.12
C 0.87 -2.08 -1.26
C 2.98 -1.03 0.53
C -1.79 0.56 0.15
C 0.57 -0.01 -0.19
C 1.31 -0.89 -1.40
C -1.20 1.85 1.89
C 0.68 1.31 -0.82
C 2.28 -3.01 -0.91
C 0.05 -0.98 -0.17
N 1.64 2.24 1.78
Cl -0.21 0.03 0.59
H -1.75 0.58 1.37
H -1.11 0.82 0.82
H -0.52 1.23 0.61
H -3.11 0.22 -1.61
H 1.18 0.15 0.74
H -1.34 0.66 1.37
H -1.20 -0.23 1.31
H -1.10 -1.18 -1.67
H -0.65 -0.77 -0.48

No. 3
# C11H10IrN3O9S2

C11H10IrN3O9S2 as an isolated structure at a distorted geometry (ωB97M-V/def2-TZVPD, OMol25).

E_HOMO (spin up / spin down) in eV: -4.56 / -5.41
Molecular weight in g/mol: 584.564
ΔE to the lowest compared entry with this formula, charge and spin in kcal per mole: 31.9
Electronic energy in eV: -58979.3957
F_max in hartree/bohr: 0.020
2S+1: 2
Gap between HOMO and LUMO (spin up / spin down) in eV: 6.260 / 7.098
Total charge: -1

Each line ends with the Mulliken spin population.
CARTESIAN COORDINATES (ANGSTROEM)
Ir1 -0.824 -1.194 -0.629  0.899
N1 -2.690 0.008 -1.578  0.121
C1 -3.876 -0.710 -1.169  -0.010
C2 -3.727 -1.256 0.228  -0.010
O1 -4.642 -1.362 0.996  0.002
N2 -2.393 -1.708 0.540  0.017
C3 -2.310 -2.564 1.478  -0.005
C4 0.234 -1.255 3.329  -0.001
O2 1.116 -1.976 3.544  0.000
O3 -0.599 -0.471 3.139  -0.001
H1 -2.571 0.905 -1.124  -0.020
H2 -2.603 0.124 -2.577  -0.012
H3 -3.993 -1.591 -1.809  0.001
H4 -4.812 -0.145 -1.192  0.005
H5 -1.337 -2.971 1.718  -0.005
H6 -3.202 -2.881 2.011  -0.001
O4 1.004 -0.836 -1.660  -0.017
S1 2.045 -0.911 -0.613  -0.023
O5 3.223 -1.603 -1.050  0.007
O6 1.451 -1.366 0.635  0.023
C5 2.556 0.792 -0.341  0.006
C6 3.933 0.955 -0.242  0.001
C7 4.493 2.186 0.057  0.000
C8 3.667 3.275 0.274  0.001
C9 2.293 3.122 0.182  0.000
C10 1.715 1.897 -0.135  0.000
S2 -0.095 1.953 -0.253  0.004
O7 -0.485 3.127 0.491  0.001
O8 -0.429 2.007 -1.660  0.000
O9 -0.584 0.701 0.416  0.006
H7 4.560 0.091 -0.408  0.000
H8 5.569 2.285 0.126  0.000
H9 4.083 4.244 0.518  0.000
H10 1.632 3.959 0.357  0.000
N3 -1.317 -3.913 -2.075  -0.005
C11 -1.087 -2.921 -1.520  0.017

Forces on the atoms, in the same order (eV/Å):
Ir -0.28 -0.18 0.10
N 0.09 -0.04 -0.16
C -0.04 0.04 -0.03
C -0.46 0.07 -0.07
O 0.11 -0.01 0.02
N 0.30 -0.07 0.01
C -0.03 -0.09 0.19
C 0.66 0.61 -0.15
O -0.32 -0.27 0.11
O -0.26 -0.35 0.10
H -0.01 0.11 -0.10
H 0.02 0.01 0.00
H 0.04 0.02 -0.01
H 0.06 0.02 -0.02
H -0.01 -0.03 -0.03
H 0.01 0.03 0.00
O -0.90 0.18 -0.47
S 0.62 0.20 0.38
O 0.07 -0.05 -0.05
O 0.16 -0.09 0.24
C -0.01 -0.02 0.16
C 0.01 0.07 -0.02
C -0.05 0.06 0.00
C 0.05 -0.05 0.00
C -0.09 0.04 -0.08
C -0.03 -0.08 0.05
S 0.04 -0.11 0.08
O 0.04 -0.19 0.19
O 0.03 -0.26 -0.03
O 0.18 0.36 -0.34
H -0.02 -0.01 0.00
H 0.00 0.01 0.00
H 0.00 0.00 0.00
H 0.01 0.01 0.01
N -0.07 -0.05 0.13
C 0.06 0.13 -0.22

Q: Which value of ΔE to the lowest compared entry with this formula, charge and spin does entry 2 give?
A: 169.0 kcal per mole

Q: What is the electronic energy in the first record?
A: -164892.1321 eV